{
  "formula": "C20H42InN2O4",
  "method": "ωB97M-V/def2-TZVPD",
  "species": ["In", "O", "C", "C", "O", "H", "H", "H", "H", "C", "C", "C", "C", "C", "C", "N", "O", "C", "C", "C", "H", "H", "H", "H", "H", "H", "H", "H", "H", "H", "H", "H", "H", "H", "H", "H", "H", "H", "H", "C", "C", "C", "C", "C", "C", "N", "O", "C", "C", "C", "H", "H", "H", "H", "H", "H", "H", "H", "H", "H", "H", "H", "H", "H", "H", "H", "H", "H", "H"],
  "xyz": [[-1.22724, 0.28868, -1.91584], [-3.98797, -0.01405, -2.62027], [-4.51809, 0.18288, -1.50830], [-4.09104, 1.65667, -0.72484], [-2.86379, 1.87692, -0.86164], [-4.23007, -0.59402, -0.76985], [-5.61650, 0.04534, -1.59432], [-4.24945, 1.29579, 0.30836], [-4.75233, 2.50117, -0.95483], [-2.05474, -2.44230, 1.27721], [-1.86743, -1.48585, 2.45187], [-1.28223, -2.28929, 3.60535], [-0.86390, -1.45846, 4.80740], [0.10146, -0.35511, 4.36869], [-0.29132, 0.44370, 3.10210], [-0.95394, -0.41431, 2.12174], [-1.41606, 0.28647, 0.97667], [-1.09348, 1.68666, 3.53589], [0.98033, 0.93937, 2.42764], [-3.29266, -1.00940, 2.87345], [-1.12951, -2.46009, 0.68338], [-2.83523, -2.14092, 0.57152], [-2.23296, -3.49388, 1.50074], [-1.99641, -3.04665, 3.94349], [-0.44716, -2.89753, 3.23450], [-0.43131, -2.06140, 5.60172], [-1.78665, -1.00170, 5.17994], [1.02291, -0.84728, 4.04708], [0.20809, 0.33393, 5.20275], [-1.37635, 2.38001, 2.73648], [-1.99476, 1.26490, 3.99187], [-0.55670, 2.34797, 4.21349], [1.64645, 0.11595, 2.15736], [0.75990, 1.40871, 1.46422], [1.51655, 1.71234, 2.97987], [-3.99551, -1.83536, 2.97027], [-3.69178, -0.23050, 2.22235], [-3.19093, -0.64034, 3.89481], [-2.20902, 0.74300, 1.29398], [1.40985, -1.38590, -0.68348], [2.28051, -0.62972, -1.67966], [2.27416, -1.53672, -2.94085], [2.85621, -0.87052, -4.18668], [2.11085, 0.45813, -4.38252], [2.06152, 1.42862, -3.23799], [1.67102, 0.65170, -2.04840], [1.38716, 1.46550, -0.91573], [3.45689, 2.09761, -3.05263], [1.02467, 2.50256, -3.54750], [3.71268, -0.50012, -1.19216], [0.45933, -1.67087, -1.15321], [1.15994, -0.75945, 0.17456], [1.88571, -2.31657, -0.38455], [3.02420, -2.28006, -2.65422], [1.31599, -2.00249, -3.15638], [2.53608, -1.39615, -5.08892], [3.94396, -0.82896, -4.21350], [1.11173, 0.06477, -4.66504], [2.20842, 0.91662, -5.37468], [3.37213, 3.17860, -2.93716], [3.97061, 1.71815, -2.17594], [4.08766, 1.89217, -3.91553], [0.08453, 2.11059, -3.94655], [0.85165, 3.29241, -2.82094], [1.48120, 3.00767, -4.40848], [4.12537, -1.47357, -0.91163], [3.86699, 0.26295, -0.43078], [4.42963, -0.27730, -1.98975], [2.13018, 2.08833, -0.87597]],
  "forces_ev_per_a": [[-0.0457, 0.4408, 0.3386], [0.8623, 0.7445, -0.8179], [-1.7690, -5.4313, -1.3643], [1.0589, 2.8826, 3.2138], [1.0982, 0.0902, -0.7140], [0.8225, 0.7397, 0.6870], [-0.2758, 1.8705, 0.3591], [-0.9068, -0.5860, -0.2456], [-0.4052, -0.5476, -1.1406], [0.9167, 0.0650, -1.4981], [-1.6535, -0.7524, 0.5865], [0.5838, -0.9245, 0.4888], [-0.5899, 0.7687, -0.8627], [-0.2342, -0.8220, -0.6779], [0.3873, 1.3582, 0.2450], [0.5296, -0.8589, -0.5881], [-0.0314, 0.0113, 0.4585], [-0.8663, -0.4115, -0.2827], [0.4166, 0.2718, -0.9488], [0.8603, 0.0733, 0.8533], [-0.0107, 0.0484, 0.1172], [-0.0840, 0.1579, 0.2041], [-0.2180, 0.1777, 0.6244], [-0.2497, 0.1724, -0.2207], [0.1637, 0.3017, -0.0598], [0.0059, -0.0399, -0.0069], [0.2033, -0.0065, 0.4221], [0.2771, 0.0860, 0.7113], [0.6096, 0.0983, -0.1441], [-0.0764, -0.4276, -0.3089], [-0.1232, 0.6903, 0.2838], [0.1173, -0.4586, 0.3575], [0.0825, -0.0214, 0.4010], [-0.3177, 0.0059, 0.1202], [-0.0001, -0.2814, 0.3881], [0.0123, -0.0820, -0.4549], [-0.1759, -0.0515, 0.0131], [-0.3637, 0.4767, -0.1475], [-0.0190, 0.3468, -0.3498], [-0.4078, 0.7689, 0.2909], [-0.0354, -0.5660, -1.0710], [1.9692, 0.2428, 0.0084], [-0.8137, 0.8247, -0.6264], [-1.2783, -1.2107, -1.5826], [0.4730, 0.1581, 0.7343], [-2.2937, -0.5403, 0.0308], [0.6754, 0.1334, -0.4886], [-0.2439, 0.1760, 0.0880], [0.4595, 0.3373, -1.1616], [1.1656, -0.2958, -0.3953], [0.0545, -0.0251, -0.0507], [0.1549, -0.2757, 0.1959], [0.0980, 0.0654, 0.1550], [-0.5894, -0.6246, -0.1207], [-0.1266, 0.0972, 0.1501], [0.4169, -0.5545, 0.1834], [0.0149, 0.1969, 0.2497], [-0.3723, 0.2970, 1.0893], [1.2616, 0.4957, 0.3962], [0.0095, 0.0107, -0.0817], [0.0795, 0.0224, 0.0112], [0.0502, 0.0827, 0.0018], [-0.0620, -0.1561, 0.3336], [0.0462, -0.3042, 0.3629], [-0.2732, 0.1748, 0.0270], [-0.4428, 0.0719, 0.7506], [-0.1342, -0.2648, 0.3103], [-0.4295, 0.3925, -0.2204], [-0.0183, 0.0940, 0.3893]],
  "lowdin_charge": [1.239, -0.075, -0.319, -0.258, -0.179, 0.112, 0.159, 0.123, 0.148, -0.026, -0.513, -0.147, -0.164, -0.108, -0.504, -0.074, -0.114, -0.020, -0.042, -0.006, 0.077, 0.066, 0.095, 0.128, 0.130, 0.120, 0.101, 0.119, 0.124, 0.084, 0.080, 0.091, 0.081, 0.062, 0.097, 0.096, 0.066, 0.065, 0.066, -0.048, -0.519, -0.123, -0.153, -0.160, -0.518, -0.150, -0.062, 0.007, -0.043, -0.025, 0.024, 0.060, 0.108, 0.125, 0.120, 0.119, 0.114, 0.120, 0.136, 0.088, 0.060, 0.098, 0.063, 0.092, 0.102, 0.099, 0.093, 0.081, 0.110],
  "de_lowest_kj_mol": 0.00,
  "homo_energy_ev": -11.255,
  "multiplicity": 1,
  "charge": 1
}